DFT (ωB97M-V with the def2-TZVPD basis set) results for a molecular structure, C28H22BF4NO4PdS2 in a non-equilibrium geometry.

Each line ends with the natural charge from an NBO analysis.
Element x y z (Å)
1 Pd 0.064 0.504 0.404  0.973
2 C -2.895 -5.760 2.912  -0.259
3 O -3.853 -4.728 2.877  -0.472
4 C -3.562 -3.596 2.195  0.391
5 C -4.586 -2.638 2.125  -0.286
6 C -4.408 -1.463 1.452  -0.100
7 C -3.180 -1.128 0.825  -0.293
8 C -3.008 0.102 0.123  0.606
9 C -4.193 1.025 -0.044  -0.708
10 O -1.936 0.490 -0.443  -0.658
11 C -2.152 -2.108 0.938  0.492
12 O -0.932 -1.818 0.343  -0.480
13 C -2.347 -3.319 1.576  -0.405
14 H -3.360 -6.595 3.433  0.208
15 H -1.998 -5.452 3.457  0.183
16 H -2.619 -6.073 1.901  0.189
17 H -5.510 -2.862 2.630  0.233
18 H -5.230 -0.769 1.409  0.223
19 H -4.973 0.530 -0.620  0.233
20 H -3.863 1.915 -0.576  0.242
21 H -4.591 1.320 0.924  0.236
22 H -1.531 -4.023 1.608  0.251
23 S 3.987 1.268 -1.767  0.424
24 C 4.111 -0.337 -1.123  -0.375
25 C 2.969 -0.748 -0.497  -0.310
26 C 1.948 0.220 -0.507  -0.030
27 C 2.348 1.390 -1.180  -0.324
28 C 1.529 2.535 -1.369  0.199
29 C 1.835 3.627 -2.204  -0.242
30 C 0.948 4.671 -2.306  -0.147
31 C -0.269 4.610 -1.607  -0.271
32 C -0.514 3.507 -0.808  0.070
33 N 0.353 2.521 -0.684  -0.438
34 H 5.039 -0.859 -1.248  0.236
35 H 2.876 -1.723 -0.045  0.237
36 H 2.768 3.607 -2.749  0.222
37 H 1.173 5.534 -2.917  0.221
38 H -0.994 5.402 -1.701  0.224
39 H -1.423 3.416 -0.226  0.218
40 C 0.084 -10.747 -1.550  -0.720
41 C 0.461 -9.516 -0.795  0.446
42 O -0.270 -8.784 -0.193  -0.542
43 S 2.226 -9.202 -0.931  0.189
44 C 2.179 -7.493 -0.441  -0.167
45 C 1.769 -7.167 0.842  -0.200
46 C 1.386 -5.871 1.114  -0.133
47 C 1.433 -4.900 0.108  -0.142
48 C 2.008 -5.211 -1.127  -0.180
49 C 2.367 -6.512 -1.404  -0.205
50 C 0.737 -3.689 0.291  -0.057
51 C -0.032 -2.757 0.298  0.304
52 H -0.834 -11.173 -1.153  0.240
53 H 0.889 -11.475 -1.518  0.235
54 H -0.074 -10.460 -2.590  0.251
55 H 1.692 -7.933 1.597  0.228
56 H 0.999 -5.618 2.090  0.213
57 H 2.081 -4.448 -1.887  0.227
58 H 2.741 -6.788 -2.379  0.226
59 F -0.210 1.369 4.244  -0.526
60 B -0.156 1.087 2.939  1.314
61 F -0.804 2.037 2.122  -0.573
62 F 1.170 0.999 2.446  -0.560
63 F -0.754 -0.154 2.618  -0.583

Values from the calculation:
HOMO (spin up / spin down)	-8.03 / -8.03	eV
orbital gap (spin up / spin down)	7.1 / 7.1	eV
E_LUMO (spin up / spin down)	-0.90 / -0.90	eV



DFT (ωB97M-V with the def2-TZVPD basis set) results for a molecular structure, C28H22BrN5O2Ru in a non-equilibrium geometry.

Each line ends with the natural charge from an NBO analysis.
Element x y z (Å)
1 Ru -0.808 0.876 -1.065  1.129
2 C 1.421 3.598 -1.329  -0.260
3 O 0.225 2.987 -0.865  -0.573
4 C -0.217 3.488 0.335  0.372
5 C -0.341 4.836 0.689  -0.290
6 C -0.704 5.169 1.973  -0.154
7 C -0.855 4.193 3.004  -0.197
8 C -0.816 2.834 2.612  -0.178
9 C -0.456 2.457 1.314  0.004
10 N -0.274 1.101 0.869  -0.202
11 N 0.390 0.445 1.692  -0.067
12 C 0.631 -0.895 1.448  -0.120
13 C 0.605 -1.444 0.175  0.569
14 O 0.346 -0.735 -0.828  -0.650
15 C -0.112 -3.723 0.884  -0.322
16 C 0.425 -3.788 2.325  0.178
17 C 1.173 -2.834 2.912  -0.203
18 C 1.713 -3.261 4.194  -0.035
19 C 2.373 -2.482 5.059  -0.254
20 C 2.515 -1.151 4.613  -0.003
21 C 2.136 -0.660 3.397  -0.245
22 C 1.449 -1.496 2.549  0.149
23 H 2.228 3.543 -0.573  0.215
24 H 1.173 4.576 -1.708  0.205
25 H 1.705 3.009 -2.228  0.202
26 H -0.096 5.607 -0.024  0.242
27 H -0.905 6.254 2.100  0.248
28 H -1.025 4.414 4.071  0.251
29 H -1.015 2.030 3.332  0.234
30 H -0.011 -4.757 0.503  0.283
31 H 0.140 -4.628 2.915  0.233
32 H 1.477 -4.323 4.471  0.232
33 H 2.741 -2.865 6.041  0.275
34 H 3.124 -0.462 5.154  0.240
35 H 2.332 0.365 3.120  0.262
36 C 0.772 -2.959 -0.079  -0.350
37 C 0.607 -3.426 -1.478  -0.144
38 C -0.583 -3.338 -2.106  -0.222
39 C -1.647 -2.491 -1.473  0.255
40 C -2.184 -2.666 -0.138  -0.253
41 C -1.567 -3.242 0.881  -0.102
42 N -2.015 -1.385 -2.154  -0.242
43 N -1.818 -1.308 -3.465  -0.151
44 C -1.420 -0.075 -3.952  0.294
45 C -1.406 0.102 -5.352  -0.172
46 C -1.007 1.289 -5.955  -0.128
47 C -0.485 2.263 -5.132  -0.223
48 C -0.499 2.008 -3.766  0.078
49 N -0.941 0.934 -3.163  -0.489
50 H 1.792 -3.152 0.156  0.257
51 H 1.512 -3.763 -1.976  0.245
52 H -0.725 -3.749 -3.099  0.267
53 H -3.227 -2.371 -0.035  0.268
54 H -2.023 -3.461 1.792  0.223
55 H -1.769 -0.726 -5.971  0.258
56 H -0.898 1.281 -7.065  0.261
57 H -0.014 3.192 -5.488  0.256
58 H -0.226 2.863 -3.116  0.218
59 Br -2.914 1.903 -0.995  -0.177

Values from the calculation:
charge	+2
HOMO (spin up / spin down)	-13.42 / -13.89	eV
2S+1	5
orbital gap (spin up / spin down)	5.4 / 5.8	eV
⟨S²⟩	6.07
E_LUMO (spin up / spin down)	-8.02 / -8.11	eV



DFT (ωB97M-V with the def2-TZVPD basis set) results for a molecular structure, C28H22MgN4O5PS3Se in a non-equilibrium geometry.

Each line ends with the natural charge from an NBO analysis.
Element x y z (Å)
1 Mg -0.847 0.270 -0.701  1.722
2 O -1.283 -1.950 2.251  -0.963
3 S -0.682 -1.484 1.029  2.390
4 O -1.575 -1.513 -0.129  -1.055
5 O -0.103 -0.132 1.135  -1.060
6 C 0.700 -2.567 0.678  -0.333
7 C 0.697 -3.808 1.284  -0.171
8 C 1.744 -4.691 1.077  -0.229
9 C 2.776 -4.323 0.228  -0.207
10 C 2.765 -3.085 -0.389  -0.160
11 C 1.734 -2.175 -0.160  -0.295
12 P 1.757 -0.461 -0.804  0.821
13 C 2.962 -0.509 -2.188  -0.255
14 C 3.781 0.607 -2.350  -0.187
15 C 4.641 0.695 -3.427  -0.223
16 C 4.700 -0.328 -4.361  -0.222
17 C 3.861 -1.421 -4.230  -0.219
18 C 2.990 -1.507 -3.158  -0.246
19 C 2.899 0.193 0.497  -0.344
20 C 4.152 -0.364 0.744  -0.134
21 C 4.985 0.186 1.702  -0.251
22 C 4.580 1.284 2.441  -0.200
23 C 3.335 1.836 2.206  -0.220
24 C 2.508 1.298 1.238  -0.187
25 H -0.127 -4.051 1.936  0.241
26 H 1.759 -5.654 1.567  0.208
27 H 3.607 -4.993 0.056  0.203
28 H 3.565 -2.822 -1.065  0.211
29 H 3.728 1.415 -1.632  0.233
30 H 5.267 1.568 -3.542  0.206
31 H 5.381 -0.265 -5.200  0.200
32 H 3.877 -2.207 -4.975  0.204
33 H 2.314 -2.344 -3.076  0.239
34 H 4.484 -1.224 0.182  0.200
35 H 5.958 -0.248 1.878  0.201
36 H 5.235 1.709 3.188  0.200
37 H 2.996 2.688 2.775  0.209
38 H 1.541 1.738 1.062  0.249
39 N 0.791 4.183 -6.768  -0.800
40 C 0.189 3.348 -5.844  0.171
41 C -0.928 3.767 -5.120  -0.263
42 C -1.572 2.898 -4.262  -0.153
43 C -1.102 1.607 -4.114  -0.365
44 C 0.005 1.178 -4.824  -0.152
45 C 0.649 2.042 -5.682  -0.209
46 S -1.897 0.428 -3.038  2.325
47 O -2.984 -0.173 -3.766  -0.940
48 O -2.280 1.123 -1.817  -1.041
49 N -0.732 -0.557 -2.611  -1.071
50 C -0.622 -1.790 -3.071  0.292
51 S -1.547 -2.371 -4.475  0.340
52 C -0.681 -3.875 -4.341  -0.481
53 C 0.170 -3.833 -3.293  -0.050
54 N 0.203 -2.669 -2.592  -0.546
55 H 0.675 5.170 -6.603  0.375
56 H 1.729 3.914 -7.018  0.376
57 H -1.282 4.779 -5.229  0.202
58 H -2.422 3.211 -3.677  0.232
59 H 0.382 0.176 -4.678  0.233
60 H 1.526 1.715 -6.220  0.198
61 H -0.873 -4.678 -5.025  0.224
62 H 0.821 -4.632 -2.976  0.200
63 Se -0.516 2.816 -0.167  -0.347
64 C 0.614 2.593 -1.510  -0.018
65 N 1.376 2.457 -2.371  -0.505

Values from the calculation:
charge	-1
HOMO	-5.04	eV
orbital gap	7.6	eV
E_LUMO	2.57	eV



DFT (ωB97M-V with the def2-TZVPD basis set) results for a molecular structure, C28H22MoO5S5Sb in a non-equilibrium geometry.

Each line ends with the natural charge from an NBO analysis.
Element x y z (Å)
1 Mo -1.347 1.816 -0.747  0.927
2 S -0.911 -1.203 -2.927  -0.464
3 C -2.260 -2.046 -2.263  -0.151
4 C -2.811 -3.172 -2.915  -0.251
5 C -3.859 -3.907 -2.395  -0.234
6 C -4.426 -3.549 -1.173  -0.316
7 C -3.921 -2.441 -0.511  -0.154
8 C -2.866 -1.690 -1.034  -0.236
9 S -2.337 -0.344 -0.008  -0.147
10 H -2.364 -3.456 -3.860  0.204
11 H -4.234 -4.766 -2.943  0.184
12 H -5.245 -4.117 -0.746  0.184
13 H -4.348 -2.133 0.437  0.193
14 O 0.890 -1.030 0.121  -0.751
15 C 1.919 -0.619 -0.731  0.071
16 C 1.543 0.662 -1.523  0.837
17 O 2.334 1.165 -2.281  -0.594
18 O 0.370 1.173 -1.265  -0.648
19 C 3.100 -0.227 0.162  -0.019
20 C 2.898 0.000 1.517  -0.206
21 C 3.957 0.376 2.334  -0.228
22 C 5.228 0.536 1.803  -0.234
23 C 5.432 0.316 0.446  -0.242
24 C 4.377 -0.065 -0.368  -0.130
25 C 2.343 -1.768 -1.658  0.084
26 C 2.688 -2.965 -1.032  -0.215
27 C 3.066 -4.072 -1.771  -0.237
28 C 3.104 -3.996 -3.159  -0.221
29 C 2.758 -2.811 -3.786  -0.219
30 C 2.376 -1.700 -3.042  -0.193
31 H 0.049 -1.089 -0.373  0.526
32 H 1.901 -0.130 1.913  0.245
33 H 3.786 0.547 3.392  0.196
34 H 6.054 0.833 2.439  0.194
35 H 6.420 0.442 0.018  0.198
36 H 4.533 -0.229 -1.426  0.223
37 H 2.641 -3.021 0.049  0.215
38 H 3.322 -4.997 -1.268  0.194
39 H 3.386 -4.863 -3.746  0.191
40 H 2.752 -2.747 -4.867  0.202
41 H 2.096 -0.792 -3.551  0.243
42 S -1.611 5.601 -4.150  -0.909
43 Sb -2.520 4.601 -2.325  0.873
44 S -2.477 2.095 -2.643  -0.211
45 S -0.688 4.074 -0.728  -0.514
46 C 0.454 2.265 3.453  -0.708
47 C -0.628 2.182 2.405  0.628
48 O -0.302 1.783 1.296  -0.559
49 C -1.994 2.564 2.742  -0.290
50 C -2.345 2.859 4.070  -0.137
51 C -3.628 3.201 4.422  -0.299
52 C -4.607 3.264 3.422  -0.188
53 C -4.303 2.984 2.117  -0.225
54 C -2.989 2.620 1.735  0.426
55 O -2.777 2.372 0.488  -0.623
56 H 1.416 2.150 2.961  0.248
57 H 0.325 1.463 4.183  0.228
58 H 0.417 3.218 3.980  0.221
59 H -1.586 2.803 4.839  0.200
60 H -3.877 3.416 5.453  0.198
61 H -5.623 3.536 3.684  0.199
62 H -5.049 3.025 1.334  0.219

Values from the calculation:
charge	-2
HOMO (spin up / spin down)	-1.13 / -1.08	eV
2S+1	2
orbital gap (spin up / spin down)	4.7 / 4.8	eV
relative energy (zero: lowest compared OMol25 entry of this formula, charge and spin)	1.129	eV
⟨S²⟩	0.77
E_LUMO (spin up / spin down)	3.59 / 3.77	eV



Number 1: calculated total energy -2784.54126 Ha. Number 2: calculated total energy -4172.58703 Ha. Number 3: calculated total energy -5813.09276 Ha. Number 4: calculated total energy -3755.99298 Ha.